Molecular formula: C47H39IN8PRhS5
Method: DFT, wB97M-V/def2-TZVPD

## Properties
Total charge: +2
LUMO energy (alpha / beta): -4.55 / -6.79 eV
2S+1: 5
F_max: 0.41 eV Å⁻¹
ΔE to the lowest compared entry with this formula, charge and spin: 0.0 kJ/mol

Cartesian coordinates (Å):
Rh (-0.949, -0.237, -0.685)
I (-2.894, -1.415, -2.280)
C (-3.309, -3.226, -1.285)
C (-4.655, -3.409, -1.116)
C (-5.160, -4.641, -0.667)
C (-4.296, -5.671, -0.467)
C (-2.901, -5.501, -0.636)
C (-2.066, -6.632, -0.475)
C (-0.719, -6.537, -0.647)
C (-0.159, -5.276, -0.890)
C (-0.916, -4.132, -1.021)
P (0.101, -2.607, -0.994)
C (1.162, -2.789, -2.466)
C (2.395, -3.440, -2.445)
C (3.129, -3.591, -3.613)
C (2.638, -3.107, -4.816)
C (1.402, -2.479, -4.852)
C (0.671, -2.321, -3.687)
C (1.157, -2.863, 0.463)
C (2.456, -2.354, 0.513)
C (3.206, -2.456, 1.677)
C (2.663, -3.050, 2.807)
C (1.365, -3.542, 2.770)
C (0.618, -3.451, 1.608)
C (-2.344, -4.232, -0.987)
H (-5.347, -2.615, -1.360)
H (-6.226, -4.766, -0.535)
H (-4.660, -6.649, -0.181)
H (-2.529, -7.579, -0.229)
H (-0.080, -7.405, -0.556)
H (0.921, -5.203, -0.931)
H (2.789, -3.848, -1.525)
H (4.083, -4.100, -3.579)
H (3.212, -3.230, -5.725)
H (1.003, -2.117, -5.791)
H (-0.296, -1.837, -3.735)
H (2.894, -1.883, -0.357)
H (4.222, -2.082, 1.691)
H (3.253, -3.142, 3.710)
H (0.938, -4.011, 3.647)
H (-0.388, -3.856, 1.591)
N (1.523, 0.596, 1.583)
C (0.451, -0.043, 2.182)
C (0.525, -0.201, 3.576)
C (-0.520, -0.783, 4.249)
C (-1.628, -1.226, 3.528)
C (-1.624, -1.040, 2.170)
N (-0.620, -0.440, 1.498)
C (1.990, 0.717, 0.282)
C (3.272, 1.264, 0.138)
C (3.799, 1.414, -1.122)
C (3.047, 1.017, -2.227)
C (1.795, 0.507, -1.999)
N (1.265, 0.352, -0.771)
H (2.209, 0.901, 2.256)
H (1.411, 0.129, 4.104)
H (-0.472, -0.906, 5.323)
H (-2.470, -1.702, 4.009)
H (-2.456, -1.372, 1.562)
H (3.827, 1.570, 1.017)
H (4.784, 1.845, -1.250)
H (3.419, 1.118, -3.236)
H (1.165, 0.201, -2.824)
C (-5.865, 5.113, 1.936)
S (-4.902, 3.591, 1.837)
C (-5.021, 3.206, 0.169)
C (-4.457, 2.009, -0.315)
S (-3.650, 0.921, 0.651)
S (-4.656, 1.769, -2.031)
C (-5.515, 3.241, -2.398)
S (-5.997, 3.685, -3.874)
S (-5.796, 4.227, -0.972)
H (-5.861, 5.387, 2.989)
H (-6.893, 4.946, 1.620)
H (-5.408, 5.913, 1.358)
C (-0.814, 2.933, 1.416)
C (-0.657, 2.969, -0.063)
N (-1.014, 2.028, -0.919)
C (-0.728, 2.510, -2.183)
C (-0.178, 3.743, -2.086)
N (-0.136, 4.027, -0.736)
C (0.537, 5.177, -0.162)
N (1.960, 4.987, -0.077)
N (2.690, 5.134, -1.208)
N (3.904, 4.834, -0.978)
C (4.024, 4.470, 0.346)
C (5.150, 4.077, 1.077)
C (4.956, 3.759, 2.401)
C (3.679, 3.847, 2.998)
C (2.564, 4.248, 2.293)
C (2.763, 4.549, 0.942)
H (-1.508, 2.142, 1.683)
H (-1.234, 3.873, 1.782)
H (0.141, 2.762, 1.913)
H (-0.946, 1.945, -3.074)
H (0.192, 4.435, -2.823)
H (0.146, 5.375, 0.833)
H (0.346, 6.036, -0.799)
H (6.127, 4.042, 0.615)
H (5.798, 3.462, 3.011)
H (3.583, 3.629, 4.054)
H (1.605, 4.358, 2.781)

***

Molecular formula: C4H10OS
Method: DFT, wB97M-V/def2-TZVPD

## Properties
LUMO energy: 0.92 eV
F_max: 1.69 eV Å⁻¹
ΔE to the lowest compared entry with this formula, charge and spin: 83.2 kJ/mol
SMILES: CC=O.CSC

Cartesian coordinates (Å):
C (-0.423, 1.644, -3.380)
C (0.681, 1.265, -2.434)
O (0.776, 0.205, -1.874)
H (-0.763, 2.577, -2.894)
H (-1.220, 0.917, -3.452)
H (-0.024, 2.046, -4.306)
H (1.318, 2.093, -2.062)
C (0.918, -2.175, 2.462)
S (0.739, -0.402, 2.684)
C (-0.944, -0.143, 2.118)
H (1.837, -2.371, 1.915)
H (0.136, -2.573, 1.817)
H (0.920, -2.710, 3.400)
H (-1.301, 0.847, 2.384)
H (-1.044, -0.332, 1.049)
H (-1.607, -0.888, 2.572)

***

Molecular formula: C7H13NO2
Method: DFT, wB97M-V/def2-TZVPD

## Properties
LUMO energy: 0.75 eV
F_max: 1.60 eV Å⁻¹
ΔE to the lowest compared entry with this formula, charge and spin: 24.0 kJ/mol
SMILES: CC(=O)CC(C)(C)C(N)=O

Cartesian coordinates (Å):
C (-2.457, -1.757, 1.339)
C (-1.829, -0.633, 0.547)
O (-2.487, 0.086, -0.160)
C (-0.268, -0.529, 0.757)
C (0.459, 0.333, -0.256)
C (0.029, 1.794, -0.137)
C (0.252, -0.188, -1.679)
C (2.023, 0.167, 0.102)
N (2.873, 1.026, -0.507)
O (2.459, -0.737, 0.783)
H (-2.023, -1.818, 2.334)
H (-3.533, -1.616, 1.409)
H (-2.262, -2.694, 0.821)
H (0.128, -1.546, 0.751)
H (-0.119, -0.128, 1.762)
H (0.275, 2.189, 0.847)
H (0.505, 2.413, -0.895)
H (-1.041, 1.883, -0.308)
H (-0.792, -0.081, -1.962)
H (0.879, 0.356, -2.382)
H (0.515, -1.242, -1.745)
H (2.551, 1.787, -1.076)
H (3.862, 0.935, -0.343)

***

Molecular formula: C27H42F4O27
Method: DFT, wB97M-V/def2-TZVPD

## Properties
Total charge: +1
LUMO energy (alpha / beta): -2.72 / -10.44 eV
2S+1: 2
F_max: 6.73 eV Å⁻¹

Cartesian coordinates (Å):
C (-4.617, -1.751, -1.625)
C (-4.637, -2.904, -2.562)
O (-4.599, -3.981, -1.673)
C (-4.124, -3.541, -0.446)
O (-3.964, -4.259, 0.602)
O (-3.986, -2.254, -0.508)
F (-3.553, -2.891, -3.297)
H (-5.608, -1.319, -1.491)
H (-4.097, -0.889, -2.042)
H (-5.531, -2.916, -3.186)
C (2.105, 2.316, -2.771)
C (0.821, 1.799, -3.452)
O (0.689, 2.721, -4.539)
C (1.301, 3.901, -4.212)
O (1.004, 5.078, -4.627)
O (2.281, 3.618, -3.289)
F (-0.198, 2.133, -2.633)
H (2.893, 1.581, -2.931)
H (2.011, 2.368, -1.686)
H (0.807, 0.713, -3.545)
C (6.605, 1.764, 1.413)
C (6.876, 0.554, 2.406)
O (6.946, -0.506, 1.508)
C (6.253, -0.163, 0.364)
O (5.997, -0.907, -0.571)
O (5.993, 1.143, 0.346)
F (5.770, 0.332, 3.159)
H (7.531, 2.251, 1.108)
H (6.090, 2.604, 1.879)
H (7.777, 0.725, 2.995)
C (-0.849, -5.607, 1.407)
C (0.637, -5.018, 1.505)
O (1.003, -5.627, 2.740)
C (-0.086, -5.760, 3.472)
O (-0.012, -5.925, 4.686)
O (-1.157, -5.615, 2.788)
F (0.611, -3.703, 1.699)
H (-1.033, -6.548, 0.889)
H (-1.506, -4.910, 0.887)
H (1.179, -5.183, 0.574)
C (0.342, -7.611, -2.734)
O (0.776, -6.331, -3.003)
C (0.259, -5.288, -2.433)
O (-0.622, -5.254, -1.602)
O (0.654, -4.193, -3.123)
C (-0.050, -2.922, -3.093)
H (0.332, -7.792, -1.659)
H (1.013, -8.309, -3.234)
H (-0.675, -7.904, -2.997)
H (0.641, -2.123, -3.359)
H (-0.707, -2.771, -2.237)
H (-0.719, -2.860, -3.952)
C (-3.245, 2.475, 0.494)
O (-4.417, 1.753, 0.438)
C (-5.434, 2.058, -0.531)
O (-5.368, 2.990, -1.310)
O (-6.281, 0.965, -0.645)
C (-7.411, 1.189, -1.507)
H (-3.623, 3.470, 0.729)
H (-2.670, 2.537, -0.430)
H (-2.645, 2.174, 1.353)
H (-8.140, 1.915, -1.146)
H (-7.827, 0.197, -1.681)
H (-7.147, 1.776, -2.387)
C (-1.506, -0.797, 0.686)
O (-0.321, -0.180, 1.167)
C (0.729, 0.284, 0.364)
O (0.749, 0.131, -0.805)
O (1.504, 0.968, 1.142)
C (2.903, 1.201, 0.679)
H (-1.455, -1.863, 0.911)
H (-1.556, -0.596, -0.384)
H (-2.457, -0.428, 1.070)
H (3.328, 0.413, 1.300)
H (3.172, 2.218, 0.966)
H (2.968, 0.860, -0.354)
C (0.196, 2.440, 3.699)
O (0.980, 2.085, 4.867)
C (2.246, 1.875, 4.740)
O (2.939, 2.233, 3.767)
O (2.612, 1.341, 5.905)
C (4.008, 1.190, 6.290)
H (0.498, 3.370, 3.217)
H (-0.779, 2.547, 4.175)
H (0.173, 1.688, 2.911)
H (4.464, 2.131, 6.600)
H (4.652, 0.886, 5.465)
H (4.288, 0.483, 7.071)
C (1.201, 4.951, 0.850)
O (-0.083, 4.648, 0.224)
C (-0.387, 5.241, -0.928)
O (0.247, 6.097, -1.515)
O (-1.626, 4.775, -1.339)
C (-2.207, 5.247, -2.569)
H (2.081, 4.989, 0.207)
H (1.490, 4.131, 1.508)
H (1.274, 5.819, 1.505)
H (-2.837, 6.093, -2.292)
H (-2.756, 4.494, -3.134)
H (-1.392, 5.470, -3.257)

***

Molecular formula: C3H10N3
Method: DFT, wB97M-V/def2-TZVPD

## Properties
Total charge: +1
LUMO energy: -3.62 eV
F_max: 3.56 eV Å⁻¹
ΔE to the lowest compared entry with this formula, charge and spin: 303.1 kJ/mol
SMILES: C=N[C@@H]([NH3+])CN

Cartesian coordinates (Å):
C (-0.244, 2.141, -0.057)
N (0.531, 1.274, 0.374)
C (0.483, 0.033, -0.268)
N (1.719, -0.660, 0.124)
C (-0.680, -0.985, 0.251)
N (-1.940, -0.477, 0.144)
H (-0.515, 3.104, 0.400)
H (-0.554, 2.065, -1.105)
H (0.491, 0.199, -1.314)
H (1.598, -0.887, 1.198)
H (1.934, -1.637, -0.288)
H (2.480, -0.036, -0.111)
H (-0.416, -1.169, 1.263)
H (-0.498, -1.880, -0.284)
H (-1.996, 0.352, 0.801)
H (-2.435, -0.446, -0.799)

***

Molecular formula: C4H6N4
Method: DFT, wB97M-V/def2-TZVPD

## Properties
LUMO energy: 0.88 eV
F_max: 2.40 eV Å⁻¹
ΔE to the lowest compared entry with this formula, charge and spin: 146.6 kJ/mol
SMILES: [H]/N=C1\NN=CC(=C)N1

Cartesian coordinates (Å):
H (0.815, 2.828, 1.598)
N (0.546, 2.538, 0.662)
C (0.338, 1.291, 0.563)
N (0.481, 0.401, 1.628)
N (0.235, -0.918, 1.557)
C (-0.082, -1.462, 0.432)
C (-0.292, -0.658, -0.760)
C (-0.616, -1.275, -1.910)
N (-0.067, 0.672, -0.583)
H (0.673, 0.794, 2.543)
H (-0.320, -2.524, 0.429)
H (-0.769, -2.351, -2.002)
H (-0.799, -0.627, -2.776)
H (-0.144, 1.291, -1.379)